1.
The following is a quantum chemistry calculation of one molecule with the formula H2NO5PS at a distorted geometry, from the Open Molecules 2025 dataset.

Element x y z (Å)
H: 2.471 0.166 -0.138
P: 0.305 1.085 0.030
O: -0.938 -0.004 -1.350
O: 0.574 2.321 -0.739
O: -0.590 0.730 1.227
H: 1.383 -0.520 0.998
N: 1.499 0.034 0.149
O: -0.594 -1.989 0.130
S: -1.366 -0.901 -0.272
O: -2.742 -0.922 -0.034

Calculated total energy = -31884.1399 eV
Orbital gap = 10.8 eV
HOMO level = -11.88 eV
Charge = 0


2.
The following is a quantum chemistry calculation of an isolated ion of composition C3H2FO3 and charge -1 at a distorted geometry, from the Open Molecules 2025 dataset.

Element x y z (Å)
H: 1.484 0.377 -1.091
C: 0.016 0.294 1.528
H: 0.697 -0.617 -2.371
O: -0.157 -0.153 2.628
O: -0.474 -0.287 -0.927
C: -0.851 -0.237 0.317
F: -2.273 -0.383 0.214
O: 0.896 1.110 1.190
C: 0.662 -0.103 -1.488

Calculated total energy = -12001.0198 eV
Orbital gap (spin up / spin down) = 7.2 / 7.6 eV
HOMO level (spin up / spin down) = -3.06 / -3.37 eV
Charge = -1


Across the entries above, relative energy (zero: lowest compared OMol25 entry of this formula, charge and spin) takes the values 138.9; 436.1 kJ/mol, respectively.